This record from the Open Molecules 2025 dataset describes 3 unconnected molecules or ions with the total composition C24H44F3N2O. The level of theory is the ωB97M-V functional and the def2-TZVPD basis.

For the strongest force on any atom, the calculation gives 0.786 eV Å⁻¹. Its HOMO energy is -2.25 eV. Its lowest unoccupied orbital energy is 2.777 eV. As for the gap between HOMO and LUMO: 0.1849 Ha. The total charge is -1. The molar mass is 433.62 u.

The geometry in XYZ format:
```
74
C24H44F3N2O, DFT the ωB97M-V functional and the def2-TZVPD basis
C -1.60820 1.83981 2.83790
C -0.15469 2.19960 2.53766
C -0.04754 3.48127 1.62285
C 0.67960 3.37366 0.30121
C -0.04638 2.64201 -0.73002
F -0.09973 3.23871 -1.97902
F -1.37610 2.39656 -0.48479
F 0.44885 1.39817 -1.06434
O 0.48066 1.07904 1.93313
C 1.54674 0.53989 2.65439
C 1.16659 -0.05558 3.99438
C 1.67524 0.47766 5.18043
C 1.31320 -0.07576 6.40771
C 0.43507 -1.15933 6.43940
C -0.07779 -1.69659 5.25601
C 0.28840 -1.14569 4.03379
H -1.70112 0.79316 3.11947
H -1.97965 2.43655 3.67038
H -2.23478 2.00418 1.96597
H 0.31949 2.45380 3.48855
H 0.46757 4.23670 2.22028
H -1.06301 3.85055 1.49261
H 1.61525 2.83610 0.44564
H 2.34076 1.28354 2.78352
H 1.95722 -0.26746 2.04777
H 2.34112 1.32312 5.11875
H 1.70978 0.35529 7.31363
H 0.14746 -1.58579 7.38980
H -0.76419 -2.52878 5.27720
H -0.09260 -1.52487 3.09922
C -6.82021 -0.05610 -1.45368
C -5.42203 0.47854 -1.72844
N -4.70366 -0.27687 -2.73707
C -3.28903 0.07144 -2.80734
C -2.90723 1.48666 -3.24832
C -5.38324 -0.42820 -4.00831
C -5.78208 0.84387 -4.77277
H -6.78604 -1.10702 -1.16177
H -7.27407 0.51028 -0.63893
H -7.47731 0.04030 -2.31959
H -4.84447 0.41743 -0.80335
H -5.49613 1.55014 -1.97226
H -2.79364 -0.65207 -3.46169
H -2.86522 -0.09677 -1.81356
H -3.01270 1.62603 -4.32537
H -1.86285 1.67394 -2.99938
H -3.49401 2.25069 -2.73902
H -6.28734 -1.02075 -3.84113
H -4.75528 -1.05083 -4.65109
H -6.20463 1.60157 -4.11185
H -6.54053 0.60206 -5.52212
H -4.93804 1.28615 -5.29857
C 3.48747 -0.02103 -2.02383
C 4.30874 -0.65537 -0.91276
N 3.90720 -2.01571 -0.59314
C 4.49977 -2.51697 0.63170
C 6.02292 -2.70685 0.68279
C 3.87412 -2.93948 -1.70972
C 5.17292 -3.16776 -2.49906
H 2.42630 -0.02503 -1.77571
H 3.79370 1.01692 -2.15381
H 3.62617 -0.52335 -2.98360
H 4.17099 -0.05454 -0.01013
H 5.37834 -0.58282 -1.17356
H 4.01742 -3.46705 0.88095
H 4.21596 -1.82666 1.43228
H 6.34412 -3.59308 0.13613
H 6.34027 -2.83721 1.72004
H 6.55684 -1.84359 0.28515
H 3.10867 -2.59339 -2.40735
H 3.50387 -3.90033 -1.34111
H 5.70469 -2.23423 -2.68647
H 4.94099 -3.61260 -3.46958
H 5.85105 -3.84988 -1.98713
```